Density functional theory data (ωB97M-V with the def2-TZVPD basis set) for 5 unconnected molecules or ions with the total composition C30H34BrClF5N5O3P.

Summary:
DFT total energy   -150697.563 eV
Lowest unoccupied orbital energy   2.0 eV
Net charge   -1

Each line ends with the Löwdin charge.
Cartesian coordinates (Å):
H 5.224 -2.936 2.689  0.078
H -0.708 5.718 2.127  0.109
C -1.360 6.527 1.818  -0.142
H 0.747 -5.413 2.306  0.070
C -4.653 5.368 -2.583  -0.078
H 2.857 -5.893 2.949  0.110
H 3.029 -6.206 1.281  0.119
Cl -0.616 -3.727 1.404  0.626
F 5.029 -7.191 1.816  0.078
C 1.810 -1.660 1.933  -0.486
N 0.868 -0.712 2.540  0.119
C -6.491 3.988 -3.215  -0.079
C 4.832 -1.184 1.693  -0.779
H -7.300 3.724 -3.882  0.098
C -3.021 8.491 0.959  -0.073
C -2.061 -0.114 -2.657  -0.091
H 2.869 0.167 -4.797  0.105
C -0.440 -1.047 -1.176  -0.140
O 1.211 0.458 4.519  0.117
H 3.490 -1.752 -6.265  0.105
H -0.442 -5.776 4.402  0.071
C 3.030 -4.121 1.654  -0.225
C 4.531 -2.114 2.798  -0.272
C -0.875 -5.194 3.599  -0.158
H -2.316 9.660 2.619  0.103
C 2.116 -0.388 -5.337  -0.063
H -3.073 1.609 -1.844  0.081
C -1.619 0.781 -0.499  -0.144
H -1.426 -5.877 2.965  0.057
H 0.464 0.773 -4.588  0.105
H -0.789 7.850 3.410  0.101
H -0.678 -2.212 -7.141  0.099
H -3.697 9.245 0.578  0.099
Br 5.457 0.652 2.294  0.540
C 4.838 -5.895 2.225  -0.636
N -0.205 -0.690 -5.856  0.053
C -1.100 -1.077 -2.396  -0.077
H -3.481 7.043 -0.565  0.076
N -5.264 3.498 -1.215  0.059
H 0.458 -2.849 3.956  0.073
H -2.590 -0.106 -3.602  0.100
F 2.098 1.244 2.676  0.085
H -3.993 6.209 -2.747  0.096
C -1.405 7.716 2.532  -0.071
H 4.820 -1.652 3.728  0.051
H -5.836 5.692 -4.348  0.102
H -0.860 -1.835 -3.129  0.095
H 2.568 -1.935 4.144  0.045
N -2.091 6.295 0.731  0.059
C -4.489 4.549 -1.474  -0.153
C 0.776 -0.049 -5.223  -0.159
H -6.856 2.372 -1.839  0.103
H 2.201 -4.153 0.963  0.062
F 3.571 -3.891 4.213  -0.323
C -2.330 0.838 -1.687  -0.075
H 0.318 -1.779 -0.932  0.080
C -2.901 7.266 0.323  -0.156
C -6.243 3.234 -2.077  -0.158
C 2.456 -1.454 -6.152  -0.081
C 3.382 -5.555 2.071  -0.123
H -3.697 4.734 -0.756  0.086
C 0.141 -1.710 -6.637  -0.164
H -1.797 1.509 0.285  0.104
F 5.661 -5.164 1.477  0.139
H 0.336 -0.315 1.761  0.096
C 1.388 0.314 3.333  -0.530
H 1.670 -2.972 -7.464  0.097
H 3.851 -3.770 1.047  0.070
C 0.246 -4.570 2.754  -0.746
H 1.286 -4.227 4.528  0.076
F 5.286 -5.871 3.477  0.136
O 1.799 -1.680 0.730  0.006
N -0.690 -0.135 -0.233  0.067
O 4.827 -1.365 0.507  0.009
C -2.254 8.718 2.090  -0.085
C 1.449 -2.132 -6.819  -0.080
H -1.512 -4.419 3.994  0.068
P 2.752 -2.887 3.078  0.648
C 1.091 -3.665 3.626  -0.296
C -5.677 5.079 -3.470  -0.086

***

Density functional theory data (ωB97M-V with the def2-TZVPD basis set) for a gas-phase ion, C3HOS3 (charge -1).

Summary:
SMILES   O=C=C([S-])SC=S
DFT total energy   -37680.446 eV
Lowest unoccupied orbital energy   3.2 eV
Net charge   -1

Each line ends with the natural charge from an NBO analysis.
Cartesian coordinates (Å):
C -1.027 -0.006 -0.381  -0.494
S -2.378 -0.689 -0.996  -0.141
C 0.732 1.860 0.815  -0.635
S 1.898 0.569 0.922  -0.460
S -0.933 1.644 0.126  0.369
C 1.324 2.984 1.066  0.644
H -0.107 -0.560 -0.216  0.245
O 1.968 3.913 1.403  -0.527

***

Density functional theory data (ωB97M-V with the def2-TZVPD basis set) for a molecular structure, C29H46BIrN9.

Summary:
2S+1   6
DFT total energy   -47725.007 eV
Lowest unoccupied orbital energy (alpha / beta)   -5.5 / -9.6 eV
Net charge   +2

Each line ends with the Mulliken spin population.
Cartesian coordinates (Å):
H -0.694 4.025 3.276  0.001
H 5.189 1.458 1.393  0.003
C -2.116 -0.819 -2.899  0.002
H 0.172 5.647 -0.059  0.001
H 5.394 3.001 -0.756  0.002
C -2.107 0.318 -2.120  0.052
H 5.548 -0.106 0.722  0.003
C -1.454 -3.334 -4.125  0.004
H -3.314 1.846 -1.159  0.003
C -0.444 4.782 0.217  0.033
C 4.795 0.660 0.752  -0.003
C -3.121 1.429 -2.183  0.000
C 2.533 -1.506 3.036  0.002
N 0.299 -0.618 1.448  0.102
H -2.439 -3.463 -3.686  0.001
H 0.422 -4.149 2.912  -0.001
H -0.381 2.454 2.837  0.002
H -0.011 -4.877 -2.537  0.004
C -3.772 1.474 2.124  0.004
C -0.118 -3.856 -2.069  0.030
C 2.882 1.690 -0.268  0.232
H -3.186 2.031 2.915  0.000
H -1.700 3.350 2.035  0.001
Ir 1.612 -1.354 -0.909  2.939
N 5.575 -4.954 2.273  0.099
H -5.082 1.661 -2.937  0.001
H 1.159 -3.692 1.429  0.000
C 4.985 -4.604 1.272  -0.041
H -1.780 -1.643 3.796  0.001
H 4.047 0.259 -1.240  0.002
H 3.243 -2.149 3.587  0.000
C 4.204 1.132 -0.567  0.048
B -0.805 1.016 -0.020  -0.058
H 3.015 3.744 0.805  -0.040
H -3.641 -0.461 2.962  -0.001
H -0.980 -3.987 -1.390  0.002
N -1.068 0.198 -1.293  -0.085
C 0.015 -1.400 2.519  0.040
H -4.844 1.562 2.363  0.000
H 1.081 4.470 1.563  -0.010
C -1.801 -0.291 2.053  0.024
H -1.504 1.963 0.164  0.002
H -3.465 -1.660 0.578  0.000
C -0.969 -1.551 -2.584  -0.077
H 4.031 0.139 1.370  -0.001
H -4.381 0.266 -3.699  0.000
C 5.112 2.086 -1.315  -0.001
C 1.208 -2.191 3.048  0.014
H -1.190 -4.333 -4.514  0.000
H -3.210 3.381 -3.084  0.001
C 3.814 -3.238 0.022  -0.003
H -0.913 4.281 -0.615  -0.005
C -4.452 0.818 -2.728  0.004
H 4.642 2.363 -2.247  0.001
C -0.467 -2.816 -3.120  0.051
N -0.803 0.135 1.187  -0.048
C -3.310 -0.003 2.023  0.003
H -1.289 5.282 0.686  0.002
H -3.595 2.018 1.198  0.000
C -0.688 3.398 2.410  0.008
H -4.908 0.148 -2.035  -0.001
H 0.546 -2.558 -3.614  -0.010
N 0.701 1.591 0.012  0.026
H -1.544 -2.666 -4.964  0.000
N 3.255 -2.258 -0.392  0.147
H 0.773 -3.668 -1.451  -0.002
C -4.022 -0.745 0.868  0.006
N 4.197 -4.369 0.164  0.227
C -2.547 2.514 -3.079  0.009
H 6.067 1.599 -1.538  0.002
C -1.276 -1.169 2.966  0.036
C 1.280 -3.663 2.508  0.009
H -1.643 2.784 -2.652  -0.002
H 0.931 -2.315 4.100  0.000
N 1.865 0.929 -0.420  0.430
C 0.252 3.852 1.260  0.067
H 2.179 -4.276 2.787  0.000
C 2.474 2.901 0.381  0.102
C 1.032 2.724 0.554  0.265
H -2.477 2.341 -4.165  -0.001
H -5.012 -1.085 1.172  0.000
H 2.470 -0.606 3.609  0.001
H -2.979 -1.111 -3.475  0.000
H -4.150 -0.033 0.046  -0.002
N -0.317 -0.882 -1.579  0.334
H 2.973 -1.257 2.079  0.013